(1)
Formula: C40H59F21O26
Source: OMol25
Level of theory: ωB97M-V/def2-TZVPD

Geometry as XYZ:
```
146
Properties=species:S:1:pos:R:3:forces:R:3
C -3.359 -4.143 -3.980 1.0 -1.2 -0.2
C -2.225 -4.121 -2.962 -0.4 -1.1 -1.9
O -0.946 -4.454 -3.490 1.1 -3.2 -2.9
C -0.545 -5.679 -3.925 -1.9 0.2 1.5
O -1.164 -6.719 -3.821 1.0 1.5 -0.5
C 0.926 -5.644 -4.469 -0.5 -0.1 2.9
F 1.398 -4.398 -4.645 -0.1 -1.0 -0.5
F 1.718 -6.271 -3.531 -0.3 0.9 -0.2
F 0.978 -6.415 -5.497 0.4 -0.1 -2.2
H -4.283 -3.829 -3.494 1.8 -0.9 -2.4
H -3.495 -5.186 -4.265 -0.2 0.0 -0.4
H -3.141 -3.516 -4.845 0.0 -0.1 0.0
H -2.421 -4.619 -2.013 0.3 -1.9 -2.6
H -2.055 -3.122 -2.562 0.2 -1.5 -2.6
C -2.317 -1.367 0.906 0.1 0.3 1.1
C -1.170 -1.304 1.918 -3.6 1.0 -3.1
O -1.616 -0.685 3.107 -1.6 3.3 1.1
C -1.765 0.686 3.108 2.3 1.4 -3.5
O -1.425 1.539 2.223 -1.2 -4.0 3.0
C -2.345 1.257 4.408 1.7 1.0 -1.6
F -3.628 1.240 4.328 -2.6 -0.6 0.4
F -1.880 0.549 5.395 -0.3 0.1 1.4
F -2.024 2.574 4.546 0.5 -0.9 0.2
H -1.960 -1.992 0.088 -0.7 0.7 0.0
H -2.633 -0.371 0.594 0.2 -0.1 -0.3
H -3.158 -1.837 1.415 -0.2 0.0 -0.3
H -0.345 -0.695 1.547 -3.9 -1.3 0.0
H -0.798 -2.322 2.038 -1.3 1.6 0.7
C -2.153 4.202 -4.383 -0.8 1.3 -0.6
C -0.995 4.490 -3.364 -0.4 0.1 -3.3
O -0.331 3.228 -3.200 2.6 -0.6 -1.5
C 0.710 2.953 -4.054 0.2 3.2 -2.2
O 1.142 3.667 -5.000 -1.9 -2.8 3.8
C 1.386 1.589 -3.743 -0.4 0.4 1.6
F 1.359 0.798 -4.767 -0.5 -0.8 -1.3
F 2.661 1.729 -3.403 0.4 0.6 0.1
F 0.777 0.981 -2.689 0.8 -0.1 -1.5
H -2.501 5.171 -4.742 0.3 0.1 -0.6
H -3.079 3.783 -3.991 0.5 0.3 0.3
H -2.034 3.499 -5.207 1.2 0.4 -0.2
H -1.434 4.783 -2.411 1.1 0.8 -0.8
H -0.309 5.266 -3.701 -0.1 -0.3 -0.2
C 2.458 2.040 -0.346 0.0 1.8 -0.2
C 3.488 2.710 0.521 -0.1 1.3 -0.1
O 2.806 3.935 1.005 1.6 0.1 2.2
C 3.488 4.787 1.851 1.6 -2.4 -1.3
O 4.702 4.785 2.053 -3.0 0.0 -0.2
C 2.554 5.846 2.492 0.6 1.2 -2.4
F 2.905 6.994 1.853 -0.1 0.2 1.1
F 1.236 5.673 2.262 1.0 0.9 0.9
F 2.817 5.976 3.769 -0.2 0.4 0.6
H 2.156 2.712 -1.149 0.5 0.0 -0.3
H 1.512 1.891 0.174 1.4 1.5 0.2
H 2.806 1.088 -0.746 0.2 0.4 -0.1
H 4.307 3.026 -0.125 0.3 0.0 0.3
H 3.852 2.143 1.378 -0.6 1.0 -0.5
C -0.696 1.596 -0.612 1.7 -3.2 0.4
C 0.189 0.451 -0.141 0.1 -0.3 -0.1
O -0.028 -0.780 -0.917 0.2 -3.9 0.2
C 0.247 -2.089 -0.436 0.4 4.3 2.9
O 0.619 -2.338 0.738 -2.0 2.3 -11.3
C -0.049 -3.176 -1.495 0.7 -0.2 1.3
F 1.064 -3.923 -1.640 -0.8 -0.1 -0.7
F -1.013 -4.012 -1.033 4.8 0.1 1.0
F -0.413 -2.660 -2.626 2.2 2.9 0.5
H -1.712 1.236 -0.451 0.4 0.8 0.5
H -0.475 1.714 -1.673 -0.5 0.5 1.4
H -0.450 2.506 -0.065 1.8 -4.2 -0.8
H 0.031 0.222 0.913 -0.2 1.3 -1.6
H 1.251 0.693 -0.198 -2.5 -1.5 -1.7
C 4.206 -4.137 -1.457 -1.2 0.1 1.0
C 3.294 -3.682 -0.257 1.3 0.9 -1.5
O 4.074 -2.748 0.566 1.4 -1.1 1.4
C 3.791 -1.494 0.785 -2.4 -0.1 -3.1
O 2.828 -0.940 0.276 7.0 -7.8 -5.4
C 4.793 -0.712 1.674 1.8 -0.2 -0.5
F 4.760 -1.041 2.987 4.9 -0.3 -0.9
F 6.037 -0.897 1.180 -0.3 -0.2 0.6
F 4.560 0.613 1.540 0.6 -1.6 0.6
H 5.081 -4.690 -1.114 0.0 0.1 -0.2
H 4.456 -3.288 -2.093 0.3 0.1 0.3
H 3.580 -4.756 -2.099 0.1 -0.4 0.1
H 3.000 -4.489 0.415 0.0 0.1 -0.2
H 2.445 -3.180 -0.721 0.8 0.1 1.0
C 2.608 3.446 4.803 0.7 -1.5 0.4
C 1.590 3.317 3.708 -1.0 0.0 1.1
O 1.773 2.142 2.877 0.7 -1.7 0.1
C 1.463 0.881 3.336 -2.1 3.2 3.1
O 0.814 0.660 4.370 2.5 0.9 -3.0
C 1.850 -0.170 2.324 -0.8 -1.2 0.1
F 2.107 0.326 1.135 -3.5 6.5 8.8
F 2.956 -0.865 2.687 -5.9 1.0 1.5
F 0.835 -1.079 2.251 8.1 8.9 1.6
H 2.457 4.272 5.499 -0.2 0.1 -0.4
H 3.597 3.503 4.348 0.2 0.2 0.2
H 2.593 2.539 5.406 0.1 -0.1 0.1
H 1.665 4.234 3.123 -0.8 -2.1 0.0
H 0.596 3.203 4.142 -0.2 0.3 -0.1
C -2.270 -4.215 1.471 0.0 -0.2 0.6
O -3.591 -4.043 1.056 -2.3 0.7 -2.8
C -3.810 -3.758 -0.277 1.1 -0.1 0.8
O -2.940 -3.494 -1.112 -6.0 -4.5 10.1
O -5.103 -3.781 -0.544 0.6 0.2 1.2
C -5.584 -3.607 -1.856 -2.1 -1.4 -0.8
H -1.591 -3.493 1.018 -0.7 -0.9 -0.4
H -2.019 -5.266 1.323 0.5 0.1 -0.1
H -2.267 -3.993 2.538 -0.1 -0.2 0.0
H -6.323 -2.812 -1.957 0.4 0.4 0.5
H -6.159 -4.514 -2.040 -0.2 -0.2 0.0
H -4.900 -3.599 -2.705 -1.3 0.7 2.8
C -0.441 -1.413 6.158 -0.7 -1.1 1.2
O -0.062 -1.578 4.839 1.6 0.9 -0.8
C -0.265 -2.648 4.159 -0.1 -3.2 0.0
O -1.075 -3.545 4.434 1.4 1.6 -0.9
O 0.632 -2.651 3.102 -1.4 -4.9 5.8
C 0.559 -3.774 2.262 1.5 -3.2 2.8
H 0.058 -2.204 6.718 0.0 0.2 0.4
H -1.515 -1.573 6.257 0.0 0.1 0.2
H -0.148 -0.415 6.484 0.1 -0.3 -0.1
H 1.152 -3.520 1.384 0.2 -2.4 1.8
H -0.494 -3.916 2.020 1.5 -0.9 0.2
H 1.017 -4.544 2.883 -0.6 -0.9 -0.2
C -1.054 4.342 0.009 -1.4 0.9 0.4
O 0.181 4.985 0.258 -0.3 0.9 -0.5
C 1.005 5.240 -0.732 3.5 -0.6 -1.1
O 0.970 4.898 -1.912 -0.1 1.1 2.5
O 2.141 5.813 -0.166 -3.3 0.3 0.0
C 3.349 5.976 -0.818 0.7 0.6 -2.0
H -1.533 4.570 -0.943 0.9 0.0 0.6
H -1.819 4.617 0.735 0.5 0.6 0.5
H -0.907 3.271 0.149 -1.9 3.8 0.6
H 3.786 5.072 -1.242 -0.3 -0.3 0.1
H 4.097 6.399 -0.148 -0.4 0.0 0.3
H 3.211 6.677 -1.641 0.2 0.0 -0.2
C -2.766 2.943 -2.097 -1.1 -0.7 2.0
O -2.330 1.577 -2.247 -3.5 -0.7 -2.3
C -3.336 0.628 -2.167 -1.0 0.7 -1.0
O -4.529 0.868 -2.017 1.8 -0.3 0.2
O -2.798 -0.575 -2.361 0.1 0.9 -0.4
C -3.594 -1.772 -2.222 -0.2 3.3 -1.4
H -3.767 3.156 -2.471 0.1 -0.6 -0.1
H -2.052 3.663 -2.497 -2.0 -2.8 1.3
H -2.854 3.142 -1.028 -0.1 -0.3 0.3
H -4.428 -1.579 -1.547 0.2 0.1 -0.1
H -2.920 -2.563 -1.893 -1.2 4.4 -0.7
H -3.892 -2.298 -3.129 -0.3 2.2 -0.5
```
Forces are in eV/Å.

## Properties
charge	0

Results of the Mulliken charge analysis, in e, for atoms 1 through 99: C -1.327; C 0.168; O -0.003; C 0.293; O -0.562; C 0.908; F -0.207; F -0.284; F -0.248; H 0.914; H 0.520; H 0.304; H 0.742; H 0.442; C -1.761; C 1.535; O -0.333; C 0.203; O -0.551; C 0.577; F -0.273; F -0.146; F -0.263; H -0.903; H 0.887; H 1.068; H -1.280; H -1.775; C -1.141; C -0.493; O 0.833; C -0.011; O -0.603; C 1.199; F -0.270; F -0.305; F -0.327; H 0.411; H 0.327; H 0.401; H 0.390; H 0.586; C 0.336; C -2.206; O 1.603; C -0.094; O -0.589; C 0.651; F -0.319; F -0.115; F -0.248; H -0.174; H -0.439; H 0.772; H 0.948; H 0.550; C -0.563; C 1.581; O -0.069; C -1.490; O 1.181; C 1.670; F -0.461; F -0.402; F -0.341; H 0.240; H 0.613; H 0.470; H -0.043; H -0.731; C -1.350; C 0.094; O -0.431; C 0.406; O -0.351; C 0.672; F -0.222; F -0.331; F -0.298; H 0.384; H 0.358; H 0.279; H 0.445; H 0.162; C -1.663; C 0.192; O 0.607; C -1.225; O -0.846; C 1.242; F -0.208; F -0.298; F 1.378; H 0.443; H 0.339; H 0.400; H 0.003; H 0.156; C -0.923

---

(2)
Formula: C40H60Cl2N2O13P2S
Source: OMol25
Level of theory: ωB97M-V/def2-TZVPD

Geometry as XYZ:
```
120
Properties=species:S:1:pos:R:3:forces:R:3
C 6.041 3.261 -0.616 0.6 0.2 -0.1
C 5.254 3.068 -1.913 -0.1 -0.2 1.0
Cl 6.305 3.370 -3.331 -0.1 0.0 0.1
C 4.665 1.633 -1.956 0.2 0.9 0.3
C 3.556 1.556 -0.931 -0.4 -0.1 -0.1
C 3.636 0.902 0.235 0.4 -0.3 0.5
C 4.844 0.093 0.672 -0.1 0.3 -0.8
C 4.966 -1.209 -0.149 -0.2 -0.5 0.3
C 3.808 -2.176 0.029 0.1 -0.6 0.4
C 4.046 -3.399 0.665 -0.2 0.4 -0.1
C 3.023 -4.322 0.815 -0.1 -0.7 0.2
C 1.740 -4.076 0.349 -0.2 0.5 -0.2
C 1.479 -2.858 -0.267 0.3 0.0 0.1
C 2.513 -1.945 -0.425 0.0 0.7 -0.3
C 2.508 0.918 1.217 -0.6 0.2 0.1
O 2.630 0.447 2.325 0.3 -0.1 0.0
C 1.191 1.527 0.825 0.8 0.0 -0.4
C 0.127 1.432 1.700 0.1 -0.1 0.1
C -1.116 1.958 1.370 0.1 -0.3 -0.3
C -2.294 1.873 2.327 0.5 0.7 0.4
C -2.064 0.996 3.556 -0.2 0.1 -0.2
N -3.027 1.337 4.615 0.2 -0.3 -0.5
C -1.248 2.570 0.110 -0.8 0.2 0.2
C -2.597 3.124 -0.316 0.4 0.6 -0.8
C -3.224 2.464 -1.572 -0.4 -0.5 0.7
C -3.039 0.939 -1.662 -0.5 -0.1 -0.7
C -4.105 0.157 -0.889 1.2 -0.4 0.4
S -4.093 -1.572 -1.418 -1.8 -0.4 -1.6
O -3.905 -1.654 -2.833 1.0 0.4 0.1
O -5.291 -2.216 -0.978 0.4 0.0 1.2
Cl -2.452 -2.448 -0.535 -0.3 0.4 0.1
C -0.162 2.687 -0.762 0.1 0.3 0.4
N -0.375 3.369 -2.029 -0.2 -0.6 0.6
C -0.452 2.535 -2.919 0.3 0.7 0.5
O -0.512 1.739 -3.742 -0.2 -0.6 -1.1
C 1.091 2.166 -0.407 -0.2 0.1 -0.3
C 2.293 2.285 -1.301 0.1 -0.1 0.3
O 2.279 2.954 -2.311 0.0 -0.1 -0.2
H 6.492 4.255 -0.573 -0.1 -0.1 -0.1
H 5.399 3.162 0.263 -0.1 -0.1 -0.1
H 6.858 2.538 -0.530 -0.1 0.0 -0.1
H 4.466 3.817 -1.883 0.0 -0.1 -0.6
H 4.305 1.404 -2.960 -0.1 0.0 0.1
H 5.492 0.977 -1.689 -0.2 -0.2 -0.2
H 4.797 -0.121 1.738 -0.2 -0.1 -0.1
H 5.729 0.714 0.507 0.1 -0.2 0.0
H 5.096 -1.035 -1.220 0.0 0.3 0.1
H 5.867 -1.729 0.190 0.0 0.1 -0.1
H 5.042 -3.613 1.039 -0.1 -0.1 0.0
H 3.217 -5.278 1.292 0.1 0.1 0.0
H 0.928 -4.786 0.456 0.2 -0.1 0.1
H 0.493 -2.594 -0.632 0.0 -0.1 0.0
H 2.307 -1.001 -0.924 -0.1 -0.1 0.0
H 0.331 0.918 2.629 -0.1 0.0 0.0
H -3.219 1.622 1.802 0.1 -0.2 0.1
H -2.452 2.894 2.708 -0.1 -0.1 -0.1
H -2.116 -0.055 3.235 0.2 0.0 0.2
H -1.075 1.193 3.970 0.0 -0.1 -0.1
H -2.921 0.641 5.345 -0.3 0.1 0.1
H -3.964 1.251 4.236 -0.1 -0.1 0.2
H -3.338 3.134 0.478 0.3 -0.2 0.2
H -2.428 4.180 -0.568 -0.1 -0.1 0.0
H -4.304 2.640 -1.504 0.1 0.1 -0.2
H -2.913 2.930 -2.504 0.2 0.0 0.1
H -2.044 0.579 -1.384 0.0 0.2 0.1
H -3.169 0.664 -2.713 0.1 0.0 0.1
H -5.122 0.506 -1.074 0.0 -0.2 -0.1
H -3.899 0.105 0.185 -0.2 0.2 0.0
C -0.711 -7.695 4.699 0.1 -0.1 0.0
C 0.478 -6.786 4.434 -0.1 0.0 0.0
O 1.609 -7.141 5.227 -0.5 -0.6 -0.4
P 2.493 -8.464 4.815 2.8 6.6 5.9
O 3.248 -7.867 3.659 -1.6 -3.2 -2.3
O 3.723 -8.304 5.914 0.3 -1.0 -0.2
C 5.090 -8.327 5.507 0.1 0.3 0.0
C 5.641 -6.921 5.379 0.0 0.2 0.1
O 1.719 -9.297 6.033 -1.0 -2.2 -3.1
C 1.825 -10.741 6.069 0.2 -0.2 0.3
C 3.207 -11.214 6.483 0.1 0.1 -0.1
H -0.511 -8.714 4.355 0.0 0.0 0.0
H -1.598 -7.329 4.180 0.0 0.0 0.0
H -0.921 -7.750 5.767 0.0 0.1 0.0
H 0.748 -6.799 3.373 0.0 0.0 0.0
H 0.223 -5.760 4.697 0.1 0.0 0.1
H 5.213 -8.883 4.577 -0.1 0.1 -0.1
H 5.644 -8.868 6.278 -0.1 0.0 0.1
H 5.006 -6.301 4.747 0.0 -0.1 -0.1
H 6.649 -6.935 4.961 0.0 0.0 0.0
H 5.678 -6.440 6.358 0.0 0.0 0.0
H 1.552 -11.154 5.095 -0.1 0.0 0.1
H 1.086 -11.085 6.791 -0.1 0.2 0.0
H 3.943 -11.025 5.698 0.0 0.0 0.0
H 3.197 -12.287 6.677 -0.1 0.0 0.0
H 3.542 -10.694 7.379 -0.1 0.0 0.0
C -1.486 7.825 -4.020 0.0 0.0 -0.1
C -2.593 7.221 -3.174 0.3 0.0 0.1
O -3.889 7.464 -3.730 0.4 -0.3 -0.8
P -4.367 6.601 -5.022 -4.5 3.8 3.7
O -4.568 5.217 -4.519 2.3 -0.7 -2.2
O -5.914 7.140 -5.113 0.4 -0.2 -0.6
C -7.011 6.229 -5.170 -0.2 -0.1 0.2
C -7.637 6.052 -3.801 0.0 0.1 0.1
O -3.888 7.722 -6.118 1.5 -2.6 -0.4
C -3.786 7.328 -7.507 -0.2 0.1 -0.4
C -5.144 7.117 -8.150 -0.1 -0.1 0.1
H -1.409 7.320 -4.985 0.1 0.0 0.0
H -0.525 7.738 -3.513 0.0 0.0 0.0
H -1.688 8.877 -4.221 0.0 0.0 0.1
H -2.439 6.145 -3.046 0.0 0.0 0.0
H -2.590 7.675 -2.184 -0.2 0.0 0.0
H -6.702 5.271 -5.588 0.1 0.0 0.1
H -7.745 6.657 -5.857 0.1 0.1 0.0
H -6.888 5.792 -3.053 0.1 -0.1 -0.1
H -8.400 5.273 -3.823 0.0 0.0 0.0
H -8.101 6.984 -3.475 0.0 0.0 0.0
H -3.175 6.426 -7.590 0.0 0.0 0.0
H -3.256 8.131 -8.017 0.0 0.1 0.2
H -5.628 6.216 -7.768 0.0 0.0 0.0
H -5.038 7.005 -9.230 0.1 0.0 0.0
H -5.804 7.959 -7.945 0.0 0.0 0.0
```
Forces are in eV/Å.

## Properties
SMILES	C[C@@H](Cl)CC1=C(CCc2ccccc2)C(=O)c2cc(CCN)c(CCCCS(=O)(=O)Cl)c(N=C=O)c2C1=O.CCOP(=O)(OCC)OCC.CCOP(=O)(OCC)OCC
charge	0

Results of the Mulliken charge analysis, in e, for atoms 1 through 99: C -1.254; C 0.419; Cl -0.214; C -1.605; C 0.877; C 0.300; C -1.308; C -0.798; C 0.237; C -0.734; C -0.524; C -0.484; C -0.523; C -0.121; C 0.843; O -0.680; C -0.471; C -0.843; C 1.219; C -0.317; C -0.817; N -0.646; C -0.188; C -1.258; C -0.802; C -0.531; C -0.691; S 1.026; O -0.551; O -0.559; Cl -0.161; C 0.610; N -0.574; C 0.554; O -0.467; C -0.525; C 0.857; O -0.712; H 0.439; H 0.220; H 0.313; H 0.278; H 0.438; H 0.498; H 0.509; H 0.243; H 0.430; H 0.541; H 0.334; H 0.477; H 0.427; H 0.316; H 0.603; H 0.543; H 0.295; H 0.328; H 0.370; H 0.323; H 0.275; H 0.223; H 0.350; H 0.287; H 0.791; H 0.148; H 0.324; H 0.620; H 0.423; H 0.045; C -1.022; C -0.274; O -0.380; P 1.168; O -0.729; O -0.372; C -0.353; C -1.210; O -0.265; C -0.360; C -0.955; H 0.239; H 0.413; H 0.243; H 0.248; H 0.352; H 0.394; H 0.380; H 0.277; H 0.368; H 0.301; H 0.310; H 0.335; H 0.231; H 0.422; H 0.241; C -1.091; C -0.022; O -0.389; P 1.183; O -0.751

---

| no. | DFT total energy (hartree) | LUMO energy (eV) |
| --- | --- | --- |
| 1 | -5611.81461 | -0.11 |
| 2 | -4649.13730 | -1.27 |